## A
11
Properties=species:S:1:pos:R:3:nbo_charge:R:1 method="wB97M-V/def2-TZVPD" mol_weight_g_mol=68.1 total_charge=+1
C 0.22 0.00 -0.12 -0.59
C 2.73 -0.43 -0.03 -0.39
C 1.48 -0.20 0.12 0.22
C -1.84 -0.99 -0.03 0.63
N -2.66 -0.04 0.00 -0.85
H -0.36 0.27 0.84 0.24
H -0.25 0.32 -1.03 0.24
H 3.12 -1.51 -0.27 0.28
H 3.51 0.19 0.09 0.26
H -3.57 -0.41 -0.08 0.49
H -2.30 0.86 0.09 0.47

---

## B
11
Properties=species:S:1:pos:R:3:nbo_charge:R:1 method="wB97M-V/def2-TZVPD" mol_weight_g_mol=68.1 total_charge=+1
C -0.22 0.42 0.81 0.33
C 0.22 -0.26 -0.31 0.00
C -0.71 1.06 1.79 -0.42
C 0.15 0.36 -1.52 -0.08
N 0.61 -1.51 -0.38 -0.73
H -0.09 1.58 2.52 0.31
H -1.77 1.15 2.00 0.31
H -0.09 1.40 -1.63 0.23
H 0.29 -0.19 -2.44 0.22
H 0.68 -2.11 0.42 0.42
H 0.92 -1.90 -1.25 0.42

---

Looking at the structures above, B is most stable, and the difference to the next one is 0.1228 hartree.